C24H42ClN6O4 | ωB97M-V/def2-TZVPD

Computed properties:
**Kohn-Sham gap**: 9.3 eV
**LUMO**: 2.23 eV
**Total charge**: -1
**Calculated total energy**: -55216.120 eV
**Energy relative to the best compared isomer or geometry (same formula, charge and spin)**: 13.4 kcal/mol

Each line ends with the Mulliken charge.
Element x y z (Å)
Cl (-0.24341, -1.38827, -0.81176)  1.27
O (-0.59910, -2.78101, -0.81022)  -0.71
O (-1.37450, -0.57281, -0.40875)  -0.45
O (0.87175, -1.23679, 0.11192)  -0.59
O (0.16387, -1.01029, -2.14286)  -0.60
C (-0.34923, 2.53721, 0.48939)  -0.69
C (0.79100, 3.39166, 0.98722)  -0.91
C (2.16631, 2.88949, 0.51405)  0.78
C (2.28715, 2.89863, -0.94600)  0.07
N (2.36725, 2.91836, -2.09246)  -0.53
H (-0.30480, 2.29849, -0.57095)  0.41
H (-1.28573, 3.06102, 0.72858)  0.25
H (-0.61156, 1.62763, 1.04170)  0.02
H (0.69481, 3.56057, 2.05793)  0.40
H (0.67313, 4.34795, 0.46695)  0.33
H (2.37331, 1.87135, 0.84805)  -0.66
H (2.95966, 3.57369, 0.82847)  0.37
C (-2.95927, -1.17237, -3.62252)  -0.58
C (-4.15487, -2.03453, -3.20821)  -0.88
C (-3.86674, -3.13417, -2.15268)  0.65
C (-2.84789, -4.11621, -2.46510)  0.00
N (-2.03397, -4.89333, -2.69476)  -0.51
H (-2.02762, -1.72461, -3.70466)  0.22
H (-2.96290, -0.29461, -2.97049)  -0.05
H (-3.11764, -0.66062, -4.57895)  0.40
H (-4.56760, -2.54959, -4.08242)  0.42
H (-4.94731, -1.38262, -2.84176)  0.43
H (-4.83731, -3.56674, -1.91383)  0.38
H (-3.55087, -2.56425, -1.27217)  -0.36
C (0.02435, -1.80305, 4.17285)  -1.51
C (-0.71169, -1.07441, 3.03036)  0.72
C (-1.67473, 0.00693, 3.44314)  0.67
C (-2.83202, -0.38245, 4.23087)  0.11
N (-3.82537, -0.68511, 4.71371)  -0.61
H (-0.64780, -2.13055, 4.96605)  0.43
H (0.74413, -1.08248, 4.57355)  0.28
H (0.57231, -2.66643, 3.80027)  0.38
H (-1.33418, -1.80879, 2.50957)  0.12
H (0.04030, -0.73379, 2.32213)  -0.32
H (-2.12988, 0.44353, 2.54149)  -0.70
H (-1.16176, 0.90348, 3.80983)  0.51
C (-4.29434, -0.79707, 1.04142)  -1.05
C (-4.74245, 0.05970, -0.14702)  0.51
C (-3.85823, 1.25637, -0.42775)  0.61
C (-3.75992, 2.17482, 0.72901)  -0.13
N (-3.69699, 2.93248, 1.59051)  -0.62
H (-4.89718, -1.70451, 1.01414)  0.39
H (-4.33809, -0.29982, 2.00757)  0.45
H (-3.25767, -1.11546, 0.88940)  -0.05
H (-5.79591, 0.33376, -0.04769)  0.50
H (-4.67123, -0.55826, -1.04656)  -0.83
H (-4.25726, 1.86135, -1.24066)  0.65
H (-2.85929, 0.84133, -0.59380)  -0.41
C (4.03293, 1.52351, 3.65192)  -0.96
C (4.46364, 0.22977, 2.97256)  -0.60
C (3.27284, -0.59880, 2.41821)  1.07
C (3.75672, -1.57947, 1.46441)  -0.03
N (4.14760, -2.34383, 0.70411)  -0.54
H (4.79321, 1.90367, 4.33598)  0.38
H (3.14805, 1.30884, 4.25369)  0.25
H (3.83045, 2.34275, 2.96176)  0.14
H (4.96345, -0.41769, 3.69682)  0.38
H (5.15550, 0.31299, 2.13499)  0.38
H (2.49634, 0.04819, 2.00483)  -0.44
H (2.72971, -1.19567, 3.15961)  0.00
C (5.03200, 1.28001, -3.83049)  -1.29
C (4.40152, 0.01980, -3.22367)  -0.37
C (2.94658, -0.18584, -3.65545)  0.41
C (2.80304, -0.11318, -5.11500)  0.14
N (2.70660, -0.07170, -6.26217)  -0.54
H (4.99695, 1.19768, -4.92506)  0.37
H (6.08839, 1.41113, -3.60133)  0.37
H (4.45616, 2.18751, -3.64007)  0.29
H (4.54403, 0.14410, -2.14831)  0.18
H (5.05020, -0.81588, -3.49445)  0.35
H (2.36215, 0.64165, -3.24791)  -0.14
H (2.48093, -1.09440, -3.28112)  0.23

Force components x, y, z for each atom (eV/Å):
Cl 1.18 -1.18 -0.38
O -0.63 0.14 0.10
O 0.02 0.11 0.32
O -0.41 0.78 -0.05
O -0.05 0.37 0.19
C -1.65 -0.17 0.77
C 0.02 0.07 -1.19
C 0.20 0.13 0.17
C -0.36 -0.19 -0.25
N 0.05 0.08 0.20
H 0.04 0.03 -0.02
H 0.23 0.39 -0.64
H 1.06 -0.34 -0.09
H 0.46 -0.07 0.06
H -0.05 0.21 0.42
H 0.09 0.08 0.09
H 0.03 -0.23 0.41
C -0.84 0.73 -0.17
C 0.31 -0.84 -1.16
C -0.48 1.87 0.43
C 0.08 -0.17 -0.21
N -0.22 -0.01 -0.10
H 0.16 0.22 0.44
H 0.93 -0.39 0.48
H -0.22 -0.54 -0.23
H -0.01 0.09 -0.06
H -0.08 -0.20 0.13
H 0.20 -0.50 0.08
H 0.25 -0.44 0.23
C -0.13 0.86 -0.25
C -0.20 -1.74 0.26
C 0.25 1.61 -0.88
C 0.41 0.02 -0.07
N -0.28 -0.17 0.42
H -0.01 0.03 0.03
H 0.06 -0.23 0.37
H -0.02 0.00 -0.09
H 0.30 -0.07 -0.25
H -0.30 0.30 -0.17
H 0.04 -0.31 -0.12
H -0.11 -0.27 0.73
C 0.32 -0.15 -0.69
C -0.28 -0.52 0.09
C 0.13 0.36 1.03
C -0.17 -0.15 -0.34
N 0.00 -0.07 0.12
H -0.09 0.00 0.48
H -0.39 0.03 0.00
H -0.06 0.06 -0.03
H 0.05 0.15 0.07
H -0.09 0.04 0.12
H 0.33 -0.14 -0.29
H 0.01 0.48 -0.43
C 0.21 -0.05 0.07
C -0.36 -0.90 0.07
C -0.19 0.11 0.49
C -0.29 0.06 -0.62
N 0.24 -0.10 0.04
H 0.09 -0.13 -0.02
H -0.10 0.22 -0.03
H -0.24 -0.17 -0.12
H 0.12 0.11 0.03
H 0.12 0.59 0.13
H 0.15 -0.14 -0.48
H 0.24 0.31 0.37
C -0.46 -0.05 -1.37
C 1.16 0.55 0.09
C 0.09 0.60 0.20
C -0.03 -0.30 -0.27
N 0.05 0.04 0.38
H 0.08 -0.07 0.04
H -0.08 0.00 0.42
H 0.13 -0.05 0.47
H -0.72 -0.38 0.15
H -0.28 -0.22 -0.10
H -0.12 -0.05 0.00
H 0.11 -0.11 0.00

---

C24H42F9N2O2S | ωB97M-V/def2-TZVPD

Computed properties:
**Kohn-Sham gap**: 7.5 eV
**LUMO**: -4.98 eV
**Total charge**: +1
**Calculated total energy**: -67929.363 eV

Each line ends with the Mulliken charge.
Element x y z (Å)
O (-4.28419, 0.62595, -3.97607)  -0.53
C (-4.75102, -0.42550, -3.60321)  0.44
O (-4.50172, -1.62104, -4.19525)  -0.46
C (-5.71920, -0.47618, -2.42397)  -0.59
C (-5.31519, -1.55818, -1.39888)  -1.16
C (-4.21981, -1.07894, -0.41537)  0.18
C (-3.76400, -2.28059, 0.40878)  -0.25
C (-2.48621, -2.22754, 1.01769)  0.35
C (-2.07212, -3.32049, 1.74106)  0.22
C (-0.71954, -3.40631, 2.40419)  -0.75
C (-0.21219, -2.06482, 2.99593)  -0.44
C (0.41390, -2.17856, 4.38087)  0.48
F (-0.41991, -2.99983, 5.10310)  -0.35
F (0.36794, -1.00414, 5.02678)  -0.26
C (1.80848, -2.85780, 4.44139)  0.63
F (1.95154, -3.34813, 5.68208)  -0.27
F (1.88667, -3.92085, 3.63520)  -0.26
S (3.30268, -1.74325, 4.13569)  1.31
F (3.59797, -2.49627, 2.74521)  -0.33
F (2.45138, -0.68285, 3.30177)  -0.27
F (3.08144, -0.99649, 5.49975)  -0.28
F (4.21877, -2.84302, 4.83350)  -0.32
F (4.58372, -0.85745, 3.90319)  -0.29
C (-2.95650, -4.40703, 1.82116)  -0.42
N (-4.10613, -4.31178, 1.20387)  0.11
N (-4.57426, -3.30267, 0.51334)  -0.58
H (-4.34059, -1.43884, -5.13376)  0.35
H (-5.89863, 0.51268, -2.00124)  0.32
H (-6.67807, -0.80455, -2.85346)  0.35
H (-6.21567, -1.90588, -0.88468)  0.40
H (-4.91896, -2.42898, -1.93589)  0.55
H (-3.38637, -0.70550, -1.02025)  0.20
H (-4.59012, -0.30924, 0.27237)  0.33
H (-1.84083, -1.36096, 0.90635)  0.21
H (-0.73919, -4.24097, 3.11108)  0.56
H (-0.00912, -3.70680, 1.61879)  0.36
H (0.43889, -1.59137, 2.25548)  0.05
H (-1.07802, -1.39580, 3.09501)  0.62
H (-2.65563, -5.28365, 2.38632)  0.50
H (-4.71768, -5.12433, 1.26689)  0.29
C (0.60399, 1.33470, 1.68826)  -0.88
C (-0.83947, 1.78746, 1.48670)  -0.87
C (-1.37730, 1.48660, 0.08804)  0.17
C (-0.64605, 2.18469, -1.05709)  -0.64
C (-0.60980, 3.70868, -0.96802)  -0.43
C (-1.99119, 4.35421, -1.01846)  -1.41
H (1.28847, 1.85627, 1.01839)  0.23
H (0.92743, 1.53779, 2.71033)  0.39
H (0.70547, 0.25919, 1.51121)  0.04
H (-0.92399, 2.85386, 1.70517)  0.51
H (-1.47310, 1.27437, 2.21965)  0.39
H (-2.43994, 1.74897, 0.05578)  0.48
H (-1.32973, 0.40203, -0.08349)  -0.16
H (-1.12225, 1.89632, -2.00000)  0.44
H (0.38108, 1.81036, -1.11570)  0.01
H (-0.01885, 4.08514, -1.80671)  0.37
H (-0.08826, 4.02474, -0.05998)  0.32
H (-2.51503, 4.08194, -1.93704)  0.30
H (-1.90314, 5.44068, -0.99192)  0.42
H (-2.60895, 4.05516, -0.16910)  0.30
C (5.66382, -0.01041, -3.46518)  -1.25
C (4.97428, 0.40138, -2.16857)  -0.57
C (3.53044, 0.86000, -2.36855)  0.03
C (3.35713, 2.10089, -3.24658)  -0.69
C (4.10548, 3.34468, -2.76816)  -0.51
C (3.64330, 3.83335, -1.40030)  -0.81
H (5.74187, 0.82372, -4.16389)  0.29
H (6.67585, -0.36292, -3.26162)  0.39
H (5.11901, -0.81962, -3.95635)  0.29
H (5.55697, 1.18401, -1.67542)  0.27
H (4.97291, -0.45407, -1.48677)  0.38
H (3.07927, 1.04237, -1.38685)  -0.19
H (2.95655, 0.03982, -2.81397)  0.42
H (2.28797, 2.33316, -3.30924)  0.30
H (3.67231, 1.87210, -4.26836)  0.38
H (3.94699, 4.14396, -3.49685)  0.36
H (5.18271, 3.15982, -2.74822)  0.28
H (2.57385, 4.05901, -1.41239)  0.00
H (4.17670, 4.74309, -1.12137)  0.41
H (3.83070, 3.09045, -0.62224)  0.23

Force components x, y, z for each atom (eV/Å):
O -0.12 -0.94 -0.22
C -0.08 1.69 0.49
O -0.61 0.26 0.07
C -0.06 -1.35 -0.39
C -0.12 0.53 -0.01
C -0.86 -1.36 -0.40
C 0.70 1.98 -0.43
C -0.40 -0.83 0.15
C 0.55 0.23 0.29
C 0.34 -0.28 -0.35
C -0.54 0.00 -0.65
C -1.26 -0.53 -0.43
F 0.23 -0.12 -0.07
F 0.59 0.10 -0.21
C 0.28 -0.23 1.32
F 0.02 0.43 0.06
F -0.49 0.29 -0.45
S 1.76 -0.76 -0.99
F -0.18 0.40 0.14
F -0.23 0.03 0.58
F -0.48 -0.04 -0.17
F -0.28 0.34 0.20
F -0.24 -0.06 -0.08
C 1.21 0.89 0.13
N -0.43 -1.41 0.57
N 0.05 -0.14 -0.10
H 0.45 -0.03 0.11
H 0.41 -0.07 -0.07
H 0.20 0.11 0.02
H 0.25 0.13 0.15
H -0.17 0.17 0.02
H 0.07 0.13 0.45
H 0.18 0.03 -0.21
H -0.25 0.00 -0.09
H 0.10 0.34 0.11
H -0.17 -0.09 0.17
H 0.13 -0.05 0.47
H 0.29 -0.01 0.33
H -0.57 -0.16 -0.23
H -0.24 0.30 -0.19
C -0.09 0.16 0.10
C 0.08 -0.24 -0.04
C -0.15 0.11 0.07
C 0.17 -0.07 -0.10
C -0.12 0.01 -0.06
C 0.09 0.03 0.06
H 0.01 -0.05 -0.02
H 0.04 -0.05 -0.02
H 0.06 0.14 -0.11
H -0.04 -0.01 -0.02
H -0.03 0.08 0.04
H 0.00 0.00 -0.02
H 0.07 0.01 -0.05
H -0.01 0.02 0.01
H -0.01 -0.02 0.01
H 0.04 -0.02 0.04
H 0.03 -0.02 -0.02
H -0.02 -0.02 0.02
H -0.06 -0.01 -0.01
H -0.02 0.01 -0.02
C 0.08 0.05 0.10
C -0.05 -0.10 -0.07
C -0.05 0.04 0.09
C 0.05 -0.01 -0.09
C -0.14 0.00 0.02
C 0.12 0.04 -0.02
H -0.01 -0.02 -0.02
H -0.01 -0.01 -0.06
H -0.01 0.03 -0.03
H -0.03 0.01 0.01
H 0.02 0.04 0.03
H 0.00 0.02 -0.01
H 0.02 -0.01 0.00
H 0.01 0.02 0.00
H -0.01 -0.03 0.01
H 0.04 -0.02 -0.01
H -0.01 -0.03 -0.02
H 0.00 -0.02 0.04
H -0.05 0.00 0.05
H -0.03 0.01 0.01